1.
Molecular formula: C4H12N2O
Method: DFT, ωB97M-V with the def2-TZVPD basis set

Output
E_LUMO = 0.9 eV
charge = 0
frontier orbital gap = 10.05 eV
2S+1 = 1

XYZ file:
```
19
Properties=species:S:1:pos:R:3:forces:R:3
C 1.70914 0.73241 2.06181 -3.3 1.2 0.2
N 1.27573 -0.31753 1.18176 4.2 -2.9 0.8
C 0.00959 -0.71492 0.83190 2.5 -2.4 1.0
C -0.19675 -2.05790 0.24112 -2.3 -1.2 -2.6
O -0.92168 -0.02244 0.96560 -3.4 3.3 0.8
H 1.10485 1.57882 1.71180 -0.5 0.2 1.4
H 1.74232 0.50696 3.16572 -0.4 0.3 -1.2
H 2.60378 1.08901 1.72003 2.9 0.3 -0.5
H 2.13361 -0.97552 1.26654 -2.9 0.4 -1.2
H -0.94392 -2.83639 0.67822 1.3 1.9 0.0
H 0.67951 -2.58400 -0.04310 1.0 -0.5 -0.1
H -0.72197 -1.74556 -0.75731 0.9 -0.7 1.5
C -0.84211 1.51549 -1.90107 3.7 -5.1 -0.1
N -1.65463 0.21769 -1.90117 -1.1 1.4 0.0
H -0.39060 1.54345 -2.88510 -0.3 0.9 -0.3
H -1.14914 2.36853 -1.43696 -1.8 2.4 0.5
H 0.15417 1.31462 -1.24531 -2.2 0.0 -1.2
H -2.16611 0.25207 -1.01713 0.2 -0.5 -0.1
H -2.42577 0.13522 -2.63736 1.7 0.8 1.1
```
Forces are in eV/Å.

These are the natural (NBO) partial charges, in e, on atoms 1 to 8: atom 1 (C): -0.42, atom 2 (N): -0.63, atom 3 (C): 0.68, atom 4 (C): -0.74, atom 5 (O): -0.62, atom 6 (H): 0.22, atom 7 (H): 0.19, atom 8 (H): 0.20

2.
Molecular formula: C6H11P
Method: DFT, ωB97M-V with the def2-TZVPD basis set

Output
E_LUMO = 0.8 eV
charge = 0
frontier orbital gap = 8.05 eV
2S+1 = 1

XYZ file:
```
18
Properties=species:S:1:pos:R:3:forces:R:3
C 0.76828 0.67859 2.19404 0.9 -1.4 -2.4
P 0.25047 -0.30971 0.80908 1.5 1.7 0.6
C 1.67960 -1.34793 0.34541 1.6 0.3 2.7
C -1.17843 -1.23526 1.32017 1.4 -3.1 -0.3
C -0.24476 0.47727 -0.73805 -0.5 -0.2 0.0
C -0.74609 1.13132 -1.62799 0.0 -0.3 0.5
C -1.24144 2.09502 -2.60834 -0.4 0.5 1.1
H 0.20697 1.61666 2.20433 0.4 0.0 0.3
H 1.89107 0.71853 1.96649 -1.5 0.7 0.7
H 2.45612 -1.28943 1.26665 -1.9 -0.2 -2.0
H 1.41236 -2.37641 0.21388 -0.2 -0.6 -0.1
H 2.23528 -1.01211 -0.51228 -0.1 0.4 -0.4
H -1.82648 -1.66492 0.53309 0.7 -0.1 0.3
H -0.71294 -2.03033 2.06199 -1.4 1.6 -1.4
H -1.73325 -0.50237 1.79911 -1.2 1.2 1.5
H -2.08784 1.80216 -3.23944 0.5 -0.2 0.1
H -1.53829 2.99810 -2.05616 -0.3 -0.3 0.0
H -0.38143 2.44393 -3.12797 0.5 0.1 -1.2
```
Forces are in eV/Å.

These are the natural (NBO) partial charges, in e, on atoms 1 to 8: atom 1 (C): -1.14, atom 2 (P): 1.48, atom 3 (C): -0.95, atom 4 (C): -0.97, atom 5 (C): -0.46, atom 6 (C): 0.09, atom 7 (C): -0.70, atom 8 (H): 0.21

3.
Molecular formula: C51H79B2BrF4N13O4
Method: DFT, ωB97M-V with the def2-TZVPD basis set

Output
E_LUMO = -3.7 eV
charge = +1
frontier orbital gap = 5.44 eV
2S+1 = 1

XYZ file:
```
154
Properties=species:S:1:pos:R:3:forces:R:3
C -0.76946 3.04530 1.32798 -0.3 0.1 0.0
C -1.55974 1.73785 1.51346 0.2 0.1 0.2
C -1.03342 0.42263 0.86695 -0.5 -0.4 0.0
C -0.88878 -0.74926 1.83935 0.0 0.1 0.0
N 0.09265 0.54626 -0.09332 0.5 0.3 0.2
C -0.35648 0.96975 -1.43675 -0.1 0.2 0.1
C 0.34809 2.19949 -2.05212 0.0 0.0 0.0
O 0.91545 1.88614 -3.31024 0.1 0.0 0.0
C -0.68994 3.30572 -2.25539 0.1 -0.1 -0.4
N -1.71321 2.96711 -3.24155 -0.3 0.1 0.2
C 1.37478 0.28206 0.16401 -0.5 -0.5 -0.2
N 1.95246 0.21243 1.38719 0.6 0.3 -0.5
C 1.69603 1.16809 2.45286 -0.5 0.0 0.6
C 2.41392 2.49553 2.27561 0.1 0.1 -0.2
F 1.85877 3.40991 3.14568 -0.1 -0.1 0.1
C 3.32483 -0.41179 1.26112 -0.2 -0.4 -0.2
B 4.47157 -0.09264 2.37725 -0.3 0.2 0.2
O 5.72706 0.17354 1.89551 -0.2 0.0 -0.4
N 4.24229 -0.27779 3.81050 0.4 0.3 -0.2
C 4.40907 0.96438 4.58955 -0.3 0.0 0.2
C 5.13246 -1.36180 4.29345 0.0 0.1 0.2
C 3.15407 -1.97928 1.52110 0.1 0.0 0.0
C 2.59922 -2.86030 0.40240 -0.1 -0.1 0.1
C 2.26593 -2.26851 2.75618 0.3 -0.3 0.0
C 2.72200 -3.50813 3.55448 -0.1 0.0 0.1
C 3.64569 0.06613 -0.19892 0.0 0.6 0.1
B 4.07479 1.66412 -0.41493 0.1 -0.1 0.0
O 3.63458 2.18554 -1.58915 -0.3 0.1 0.2
O 4.81063 2.43895 0.45612 0.0 -0.4 0.1
C 4.81599 -0.61044 -0.96200 -0.7 0.7 0.1
F 4.61710 -0.63946 -2.28185 -0.1 0.1 -0.3
F 5.91877 0.14325 -0.77701 0.4 0.5 -0.1
F 5.13880 -1.80495 -0.57942 0.2 -1.5 0.5
N 2.27745 0.02055 -0.84005 0.1 -0.6 0.1
Br 1.85189 -1.18208 -2.21928 -0.2 0.3 0.1
H 0.12381 2.92260 0.71760 0.0 0.0 0.0
H -1.39033 3.79806 0.84241 0.1 0.0 -0.1
H -0.48888 3.48001 2.28348 0.2 -0.1 0.0
H -1.66697 1.53332 2.58040 -0.1 0.0 0.0
H -2.57069 1.91232 1.14664 0.0 -0.1 0.0
H -1.85077 0.09694 0.22341 0.2 0.0 -0.2
H -0.62134 -0.44944 2.85268 0.2 0.0 0.0
H -0.16651 -1.46999 1.46916 0.0 0.0 0.0
H -1.84681 -1.26630 1.89265 0.0 0.1 0.1
H -1.40334 1.22975 -1.29366 0.0 -0.1 0.0
H -0.33526 0.12788 -2.11864 0.1 0.0 -0.2
H 1.12640 2.55716 -1.37028 -0.1 0.0 0.1
H 1.87637 1.86514 -3.23669 0.0 -0.1 0.1
H -1.16467 3.53014 -1.29878 0.1 0.1 0.0
H -0.16864 4.19813 -2.60171 -0.1 0.1 0.1
H -1.46227 3.29094 -4.16295 0.1 -0.1 -0.1
H -1.88973 1.97352 -3.30448 0.1 0.0 -0.1
H 0.63273 1.37180 2.54772 0.0 0.0 -0.2
H 1.97728 0.72280 3.40631 0.1 -0.1 -0.1
H 3.47757 2.44635 2.49617 0.0 0.0 0.0
H 2.29402 2.88217 1.25795 -0.1 0.0 0.0
H 6.05495 1.06356 2.04872 0.2 -0.1 0.3
H 4.84557 1.79442 4.02395 0.1 0.0 0.0
H 3.45587 1.32604 4.98016 0.0 0.0 0.0
H 5.05396 0.78827 5.44884 0.0 0.0 0.0
H 5.53372 -1.96257 3.47442 -0.1 0.0 0.0
H 4.59659 -2.02464 4.97252 0.0 0.0 0.0
H 5.99929 -0.95485 4.81875 0.0 0.0 0.0
H 4.14672 -2.38020 1.76058 0.1 0.2 -0.1
H 1.55618 -2.61317 0.18694 0.0 0.0 0.0
H 3.15624 -2.85641 -0.52215 0.1 0.0 -0.1
H 2.59534 -3.88925 0.76958 0.0 0.0 0.0
H 1.27183 -2.50336 2.38210 -0.1 0.3 0.1
H 2.22544 -1.41065 3.41661 -0.1 0.0 0.0
H 2.64266 -3.32473 4.62718 -0.1 0.0 0.0
H 3.75894 -3.78949 3.36729 0.0 0.0 -0.1
H 2.09212 -4.36825 3.32928 0.1 -0.1 0.0
H 3.79427 3.13810 -1.63871 0.2 -0.1 -0.2
H 5.72988 2.55214 0.18667 -0.1 0.2 0.0
N -4.73044 0.86393 -1.89206 0.1 -0.1 0.1
C -5.07519 0.50105 -0.61764 0.1 0.1 0.0
C -5.97986 -0.52292 -0.69611 0.1 -0.1 -0.1
C -6.17522 -0.80479 -2.07692 -0.1 0.0 0.0
C -5.39634 0.07030 -2.78634 0.1 0.0 0.0
H -4.09928 1.60771 -2.13918 -0.1 0.1 0.0
H -4.66341 1.00710 0.23935 -0.1 0.1 0.0
H -6.44696 -1.01241 0.14322 0.0 0.0 0.0
H -6.81855 -1.55896 -2.50088 0.0 0.0 0.0
H -5.25376 0.19249 -3.84733 0.1 0.0 0.0
N -5.86476 -4.13832 -0.87604 0.0 0.1 0.0
C -5.23654 -4.81073 -1.88495 0.0 0.0 0.0
C -5.55572 -6.13734 -1.76146 0.0 -0.1 0.0
C -6.41274 -6.26815 -0.63361 0.0 0.0 0.0
C -6.58128 -5.01524 -0.10804 0.0 0.0 0.0
H -5.80332 -3.14674 -0.72719 0.0 0.0 0.0
H -4.62380 -4.29380 -2.60352 0.0 0.0 0.0
H -5.20623 -6.92809 -2.40589 0.1 0.0 0.1
H -6.85567 -7.17448 -0.25721 0.0 0.0 0.0
H -7.15291 -4.67652 0.73854 0.0 0.0 0.0
N 4.18695 3.94327 7.14418 0.0 0.0 0.0
C 3.34799 3.91325 6.06313 0.0 0.0 0.0
C 3.80163 4.83164 5.15392 0.1 0.0 0.0
C 4.95802 5.44325 5.71378 0.0 0.0 0.0
C 5.17178 4.87015 6.93813 0.0 0.0 0.0
H 4.08747 3.38419 7.97112 0.0 0.0 0.0
H 2.49837 3.25323 6.03536 -0.1 0.0 0.0
H 3.34583 5.05793 4.20657 0.0 0.0 0.0
H 5.55840 6.22014 5.27093 0.0 0.0 0.0
H 5.93027 5.05037 7.67996 0.0 0.0 0.0
N -0.91095 -4.26790 4.01287 0.0 0.0 0.0
C -1.38985 -5.38027 4.65027 0.0 0.0 0.0
C -2.12047 -6.10009 3.74401 0.0 0.0 0.0
C -2.08171 -5.39742 2.50916 0.0 0.0 0.0
C -1.32736 -4.27231 2.70628 0.0 0.0 0.0
H -0.34553 -3.55668 4.43729 0.0 0.0 0.0
H -1.17205 -5.56447 5.68794 0.0 0.0 0.0
H -2.62899 -7.02806 3.94213 0.0 0.0 0.0
H -2.55695 -5.68540 1.58609 0.0 0.0 0.0
H -1.05604 -3.47958 2.03154 0.0 0.0 0.0
N 7.25173 0.15839 -3.47308 0.1 0.1 -0.1
C 8.07772 1.25009 -3.45033 0.0 0.0 0.0
C 8.75599 1.29108 -4.63840 0.0 0.0 0.0
C 8.32471 0.17665 -5.40877 0.0 0.0 0.0
C 7.39841 -0.50095 -4.66293 0.0 0.0 0.0
H 6.63428 -0.10958 -2.73513 0.1 0.0 -0.1
H 8.11934 1.90147 -2.59360 0.0 0.0 0.0
H 9.48348 2.03194 -4.92342 0.0 0.0 0.0
H 8.65865 -0.09484 -6.39562 0.0 0.0 0.0
H 6.83296 -1.39110 -4.87965 0.0 0.0 0.0
N 1.72458 9.26948 1.67329 0.0 0.0 0.0
C 2.66236 9.42481 2.65575 0.0 0.0 0.0
C 3.01348 8.17994 3.10254 0.0 -0.1 0.0
C 2.25441 7.23539 2.35701 0.0 0.0 0.0
C 1.46844 7.94052 1.48324 0.0 0.0 0.0
H 1.28688 10.01981 1.17167 0.0 0.0 0.0
H 2.99865 10.40248 2.95390 0.0 0.0 0.0
H 3.73049 7.96884 3.87800 0.0 0.0 0.0
H 2.28154 6.16236 2.45472 0.0 0.0 0.0
H 0.75241 7.61281 0.74930 0.0 0.0 0.0
N -7.27832 -6.91700 -4.71528 0.0 0.0 0.0
C -7.37289 -7.95448 -5.60080 0.0 0.0 0.0
C -8.09916 -7.52198 -6.67856 0.0 0.0 0.0
C -8.45766 -6.16846 -6.43077 0.0 0.0 0.0
C -7.93618 -5.82649 -5.21118 0.0 0.0 0.0
H -6.80268 -6.94410 -3.83161 -0.1 0.1 0.0
H -6.91853 -8.90773 -5.39227 0.0 0.0 0.0
H -8.34830 -8.10899 -7.54630 0.0 0.0 0.0
H -9.03423 -5.52367 -7.07244 0.0 0.0 0.0
H -7.97874 -4.90569 -4.65507 0.0 0.0 0.0
N -7.71096 0.71770 -5.44519 0.0 0.0 0.0
C -7.78687 -0.37267 -6.27031 0.0 0.0 0.0
C -8.48573 -0.00377 -7.38760 0.0 0.0 0.0
C -8.84665 1.36260 -7.22987 0.0 0.0 0.0
C -8.35483 1.77865 -6.02230 0.0 0.0 0.0
H -7.25870 0.73496 -4.55027 -0.1 0.0 0.1
H -7.34164 -1.31384 -5.99520 0.0 0.0 0.0
H -8.71601 -0.64138 -8.22416 0.0 0.0 0.0
H -9.40524 1.96762 -7.92368 0.0 0.0 0.0
H -8.40890 2.73314 -5.52795 0.0 0.0 0.0
```
Forces are in eV/Å.

These are the Löwdin partial charges, in e, on atoms 1 to 8: atom 1 (C): -0.08, atom 2 (C): -0.15, atom 3 (C): -0.29, atom 4 (C): -0.03, atom 5 (N): 0.04, atom 6 (C): -0.10, atom 7 (C): -0.36, atom 8 (O): -0.03

4.
Molecular formula: C3H5OPS2
Method: DFT, ωB97M-V with the def2-TZVPD basis set

Output
E_LUMO = -0.7 eV
charge = 0
frontier orbital gap = 8.39 eV
2S+1 = 1

XYZ file:
```
12
Properties=species:S:1:pos:R:3:forces:R:3
C 0.41450 0.87687 -0.71701 0.3 0.2 -0.2
C 0.32685 -0.69291 0.92196 0.3 -0.2 0.3
C -0.60710 -0.08082 -0.11508 -0.5 0.2 0.2
O -4.86825 0.00985 0.06286 -1.3 0.4 0.4
P -3.56652 -0.45477 -0.37164 1.5 -0.2 -0.2
S 1.79982 -0.06809 0.02667 -0.1 -0.1 -0.1
S -2.09318 0.73138 0.58480 -0.1 -0.3 -0.3
H 0.44835 0.92493 -1.80236 -0.1 0.1 0.0
H 0.36939 1.87856 -0.29372 -0.1 0.0 0.0
H 0.25167 -0.22247 1.90089 -0.1 0.0 0.0
H 0.29590 -1.77524 1.01867 -0.1 0.0 0.1
H -0.94460 -0.82112 -0.84212 0.1 0.0 0.0
```
Forces are in eV/Å.

These are the natural (NBO) partial charges, in e, on atoms 1 to 8: atom 1 (C): -0.50, atom 2 (C): -0.50, atom 3 (C): -0.36, atom 4 (O): -1.00, atom 5 (P): 1.19, atom 6 (S): 0.17, atom 7 (S): -0.11, atom 8 (H): 0.22

5.
Molecular formula: C2H3Cl2P
Method: DFT, ωB97M-V with the def2-TZVPD basis set

Output
E_LUMO = -0.3 eV
charge = 0
frontier orbital gap = 9.19 eV
2S+1 = 1

XYZ file:
```
8
Properties=species:S:1:pos:R:3:forces:R:3
Cl -2.30091 0.94249 -0.07873 -0.5 1.3 -0.5
C -1.06302 -0.28001 -0.10857 1.5 1.3 0.2
C 0.36629 0.16741 -0.00399 1.6 0.8 0.9
P 1.78767 -0.66064 -0.44985 -2.4 -0.1 -0.2
Cl 3.20636 0.49048 0.36044 0.8 0.7 0.3
H -1.17674 -0.92048 -0.89708 -0.4 -1.2 -2.7
H -1.43360 -0.87289 0.64029 0.2 -1.5 2.6
H 0.61395 1.13364 0.53750 -0.8 -1.2 -0.6
```
Forces are in eV/Å.

Which charges does natural (NBO) predict for the atoms? In e, they are: atom 1 (Cl): -0.03, atom 2 (C): -0.43, atom 3 (C): -0.64, atom 4 (P): 0.69, atom 5 (Cl): -0.28, atom 6 (H): 0.22, atom 7 (H): 0.23, atom 8 (H): 0.25

6.
Molecular formula: C12H17HfNO8P2
Method: DFT, ωB97M-V with the def2-TZVPD basis set

Output
E_LUMO (spin up / spin down) = -3.1 / -3.1 eV
charge = +1
<S²> = 0.75
frontier orbital gap (spin up / spin down) = 5.64 / 8.44 eV
2S+1 = 2

XYZ file:
```
41
Properties=species:S:1:pos:R:3:forces:R:3
Hf 1.15598 -0.12077 -0.80659 1.5 -0.5 -1.2
C 3.56676 -0.29576 -1.25700 0.2 -0.1 -0.1
C 3.17296 -1.51731 -0.66782 0.5 -0.2 -0.3
C 2.31198 -2.16126 -1.58801 0.4 -0.5 -0.1
C 2.14330 -1.32884 -2.69550 0.3 -0.2 -0.5
C 2.88351 -0.13977 -2.48657 0.5 -0.2 -0.3
H 4.28719 0.39463 -0.85357 -0.1 0.1 0.1
H 3.60508 -1.96834 0.20940 -0.1 0.1 0.2
H 1.92519 -3.16193 -1.48597 -0.2 0.1 0.1
H 1.58402 -1.56775 -3.58461 -0.2 0.1 0.1
H 3.06399 0.62608 -3.22099 -0.1 0.2 0.0
C -0.45598 1.96063 3.41178 0.0 -0.1 0.0
C 0.04737 2.03146 1.97751 0.0 0.1 -0.2
O 0.14544 3.38390 1.50852 -0.1 -0.1 0.1
P 1.79381 1.52738 1.77947 0.1 0.1 0.0
O 2.71919 2.46840 2.63379 -0.1 0.2 -0.3
O 2.05428 0.16332 2.50900 -0.2 -0.3 0.0
O 2.11135 1.43245 0.31068 0.1 0.2 1.4
P -0.99234 1.01831 0.79788 -0.4 0.8 0.5
O -0.40250 -0.48855 1.10869 -0.5 0.3 0.2
O -2.43529 1.10980 1.04983 0.3 0.1 0.0
O -0.38812 1.26315 -0.57976 -1.0 0.5 0.5
H 0.15503 2.59151 4.05789 0.0 0.0 0.0
H -0.43789 0.93675 3.79522 0.0 0.1 0.0
H -1.48674 2.31131 3.44165 0.0 0.0 0.0
H -0.71403 3.70607 1.20518 0.0 0.0 0.1
H 2.79963 3.37715 2.32019 0.0 0.2 0.0
H 2.46154 0.22152 3.38022 0.1 0.0 0.1
H -1.07258 -0.97820 1.60909 0.3 -0.3 0.0
O -0.35284 -1.26914 -1.60207 -0.6 -1.0 -0.5
N -1.67075 -1.32256 -1.52514 0.1 0.3 -0.1
C -2.38520 -0.30350 -2.00654 -0.5 0.2 -0.2
C -3.76548 -0.36070 -1.96592 0.2 0.3 -0.1
C -4.38298 -1.47316 -1.43887 -0.3 -0.1 0.1
C -3.60814 -2.51798 -0.95733 0.2 -0.1 0.1
C -2.23576 -2.42088 -1.00841 -0.2 -0.2 0.1
H -1.81163 0.52185 -2.39713 0.0 0.0 0.0
H -4.33127 0.47722 -2.34851 0.0 0.0 0.0
H -5.46262 -1.53532 -1.40982 0.0 0.0 0.0
H -4.05287 -3.41378 -0.54765 0.0 0.0 0.0
H -1.54258 -3.17736 -0.67220 0.0 0.0 0.0
```
Forces are in eV/Å.

These are the natural (NBO) partial charges, in e, on atoms 1 to 8: atom 1 (Hf): 1.77, atom 2 (C): -0.32, atom 3 (C): -0.38, atom 4 (C): -0.33, atom 5 (C): -0.31, atom 6 (C): -0.39, atom 7 (H): 0.25, atom 8 (H): 0.25